[1]
{
  "formula": "C34H29BaF4INO2SbSi",
  "method": "wB97M-V/def2-TZVPD",
  "homo_lumo_gap_ev": 7.1,
  "total_charge": 0,
  "de_lowest_kj_mol": 125.3,
  "symbols": ["Ba", "C", "Si", "C", "C", "N", "C", "C", "C", "C", "C", "C", "F", "H", "H", "H", "H", "H", "H", "H", "H", "H", "H", "H", "H", "H", "I", "C", "C", "C", "C", "C", "C", "C", "O", "O", "H", "H", "H", "H", "F", "C", "C", "C", "C", "C", "C", "Sb", "C", "C", "C", "C", "F", "C", "C", "C", "C", "C", "C", "F", "C", "C", "H", "H", "H", "H", "H", "H", "H", "H", "H", "H", "H", "H"],
  "coordinates": [[15.947, 19.199, 8.228], [18.468, 16.335, 9.663], [18.972, 17.927, 8.842], [20.862, 17.552, 8.586], [18.105, 17.859, 7.097], [18.341, 19.164, 9.842], [19.041, 20.357, 9.906], [20.401, 20.367, 10.348], [21.203, 21.536, 10.260], [20.658, 22.788, 9.854], [19.292, 22.744, 9.388], [18.529, 21.600, 9.388], [17.304, 21.573, 8.702], [18.593, 15.476, 8.978], [17.404, 16.385, 10.046], [19.142, 16.201, 10.539], [20.665, 16.731, 7.871], [21.337, 17.081, 9.432], [21.431, 18.356, 8.044], [18.822, 17.394, 6.344], [17.771, 18.831, 6.682], [17.293, 17.118, 7.173], [20.765, 19.409, 10.719], [22.296, 21.565, 10.465], [21.167, 23.736, 10.070], [18.905, 23.622, 8.825], [7.300, 16.628, 6.646], [9.161, 17.425, 6.872], [9.808, 17.013, 8.039], [11.163, 17.254, 8.193], [11.926, 17.838, 7.175], [11.305, 18.051, 5.933], [9.951, 17.896, 5.749], [13.349, 18.100, 7.451], [13.989, 18.880, 6.629], [13.796, 17.811, 8.622], [9.151, 16.569, 8.822], [11.631, 16.980, 9.105], [11.982, 18.281, 5.092], [9.379, 18.121, 4.881], [15.818, 4.648, 10.656], [15.971, 5.995, 10.684], [17.127, 6.481, 10.098], [17.253, 7.849, 9.953], [16.238, 8.673, 10.441], [15.121, 8.196, 11.097], [14.986, 6.786, 11.241], [16.537, 10.812, 9.913], [14.508, 10.980, 9.107], [13.290, 11.024, 9.799], [12.065, 11.206, 9.150], [11.995, 11.254, 7.731], [10.777, 11.528, 7.186], [13.146, 11.161, 7.003], [14.387, 11.107, 7.716], [15.887, 11.742, 11.742], [16.170, 11.115, 12.962], [15.520, 11.511, 14.116], [14.661, 12.642, 14.061], [14.177, 13.097, 15.257], [14.494, 13.410, 12.883], [15.154, 12.934, 11.746], [17.820, 5.792, 9.665], [18.114, 8.302, 9.555], [14.366, 8.863, 11.442], [14.079, 6.447, 11.693], [13.242, 11.034, 10.840], [11.175, 11.344, 9.666], [13.269, 11.389, 5.910], [15.295, 11.218, 7.162], [16.937, 10.392, 13.032], [15.659, 11.018, 15.069], [13.862, 14.262, 12.762], [15.204, 13.645, 10.860]],
  "mulliken_charge": [1.819, -0.899, 0.528, -1.183, -1.432, -0.633, 0.196, -0.297, -0.511, -0.598, -0.485, 0.327, -0.294, 0.308, 0.162, 0.304, 0.355, 0.374, 0.324, 0.264, 0.371, 0.457, 0.477, 0.309, 0.361, 0.314, 0.112, 0.177, -0.497, -0.494, 0.305, -0.301, -0.500, 0.786, -0.965, -0.979, 0.291, 0.423, 0.314, 0.407, -0.318, 0.398, -0.490, -0.704, -0.092, 0.028, -0.799, 0.778, -0.289, 0.169, -0.858, 0.534, -0.300, -0.784, -0.339, -0.254, -0.307, -0.545, 0.334, -0.311, -0.675, -0.224, 0.434, 0.421, 0.377, 0.431, 0.486, 0.489, 0.304, 0.369, 0.528, 0.432, 0.492, 0.285]
}



[2]
{
  "formula": "C13H23BI2N3O5P",
  "method": "wB97M-V/def2-TZVPD",
  "homo_lumo_gap_ev": 7.0,
  "total_charge": 0,
  "de_lowest_kj_mol": 483.0,
  "symbols": ["C", "O", "C", "C", "C", "N", "C", "I", "C", "C", "I", "C", "C", "N", "C", "B", "O", "O", "P", "N", "O", "H", "H", "H", "H", "H", "H", "H", "H", "H", "H", "H", "H", "H", "H", "H", "H", "H", "C", "C", "O", "C", "H", "H", "H", "H", "H", "H"],
  "coordinates": [[0.727, -3.626, -2.340], [1.398, -2.487, -1.741], [1.333, -1.315, -2.631], [0.400, -0.132, -1.987], [-1.068, -0.840, -1.905], [-2.244, -1.112, -1.879], [0.831, 0.184, -0.467], [3.025, 0.050, -0.144], [0.172, -0.791, 0.650], [-1.178, -0.168, 1.342], [1.635, -0.852, 2.323], [0.309, 1.173, -2.942], [0.591, 0.792, -4.505], [0.816, 0.217, -5.552], [-1.111, 1.920, -2.959], [-1.590, 2.638, -1.592], [-0.790, 3.385, -0.654], [-3.027, 2.572, -1.289], [1.695, 2.476, -2.561], [1.312, 4.002, -3.378], [3.088, 1.867, -3.381], [-0.325, -3.381, -2.733], [1.414, -4.099, -3.145], [0.599, -4.423, -1.505], [0.861, -1.741, -3.604], [2.372, -0.934, -2.939], [0.581, 1.266, -0.128], [0.055, -1.883, 0.342], [-1.461, 0.736, 0.686], [-0.979, 0.183, 2.425], [-2.053, -0.926, 1.306], [-1.017, 2.768, -3.753], [-1.990, 1.270, -3.351], [-0.952, 2.957, 0.220], [-3.283, 1.654, -1.043], [0.525, 4.473, -2.892], [2.104, 4.675, -3.275], [3.181, 2.413, -4.208], [0.653, -1.417, 6.172], [-0.802, -1.773, 6.011], [-1.211, -2.321, 5.004], [-1.731, -1.424, 7.144], [1.202, -1.726, 5.281], [0.759, -0.336, 6.292], [1.069, -1.936, 7.038], [-1.730, -0.344, 7.306], [-1.420, -1.944, 8.052], [-2.746, -1.739, 6.889]],
  "mulliken_charge": [-0.637, -0.260, -1.238, 1.823, -0.587, -0.644, -1.587, 0.109, -0.079, -0.533, 0.152, 1.668, -0.020, -0.673, -1.551, 0.520, -0.574, -0.632, 0.259, -0.692, -0.505, 0.289, 0.282, 0.229, 0.617, 0.337, 0.581, 0.444, 0.032, 0.241, 0.233, 0.531, 0.352, 0.341, 0.348, 0.266, 0.308, 0.281, -0.828, 0.802, -0.545, -1.112, 0.024, 0.309, 0.375, 0.312, 0.332, 0.301]
}



[3]
{
  "formula": "Cl2H3PSi",
  "method": "wB97M-V/def2-TZVPD",
  "homo_lumo_gap_ev": 8.6,
  "total_charge": 0,
  "de_lowest_kj_mol": 178.4,
  "symbols": ["Si", "P", "Cl", "Cl", "H", "H", "H"],
  "coordinates": [[3.211, 0.531, 0.123], [-0.916, -0.601, 0.099], [4.358, 1.627, -1.168], [4.357, -0.886, 0.865], [-0.492, -1.731, 0.681], [-1.231, 0.011, 1.288], [0.442, -0.050, 0.089]],
  "mulliken_charge": [0.373, -0.036, -0.187, -0.128, 0.020, 0.034, -0.077]
}



[4]
{
  "formula": "C8H16ClN2",
  "method": "wB97M-V/def2-TZVPD",
  "homo_lumo_gap_ev": 8.9,
  "total_charge": 1,
  "de_lowest_kj_mol": 0.0,
  "symbols": ["C", "N", "C", "C", "Cl", "H", "H", "H", "H", "H", "H", "H", "C", "C", "N", "C", "C", "C", "H", "H", "H", "H", "H", "H", "H", "H", "H"],
  "coordinates": [[-1.709, -0.522, 2.167], [-1.718, 0.417, 1.033], [-1.832, 1.859, 1.336], [-1.669, -0.035, -0.194], [-2.031, 0.907, -1.542], [-1.595, 0.068, 3.076], [-2.653, -1.081, 2.221], [-0.884, -1.236, 2.070], [-1.756, 1.947, 2.421], [-1.020, 2.412, 0.854], [-2.797, 2.249, 0.997], [-1.352, -1.066, -0.417], [-1.834, -4.101, -1.008], [-0.447, -3.555, -1.125], [-0.060, -2.362, -0.909], [1.443, -2.219, -1.183], [1.936, -3.634, -1.495], [0.662, -4.521, -1.572], [-1.816, -5.174, -1.225], [-2.243, -3.962, 0.003], [-2.522, -3.618, -1.716], [1.615, -1.551, -2.037], [1.955, -1.797, -0.310], [2.496, -3.648, -2.435], [2.583, -3.978, -0.678], [0.727, -5.393, -0.912], [0.486, -4.866, -2.599]],
  "mulliken_charge": [-0.723, 0.099, -0.893, 0.507, -0.064, 0.296, 0.317, 0.326, 0.322, 0.362, 0.370, 0.179, -1.329, 0.670, -0.353, -0.735, -0.496, -0.613, 0.363, 0.296, 0.307, 0.303, 0.313, 0.304, 0.235, 0.337, 0.297]
}



[5]
{
  "formula": "C9H8ClNO2",
  "method": "wB97M-V/def2-TZVPD",
  "homo_lumo_gap_ev": 8.9,
  "total_charge": 0,
  "de_lowest_kj_mol": 18.3,
  "smiles": "O[C@@H]1c2nc(Cl)ccc2C=C[C@@H]1O",
  "symbols": ["Cl", "N", "O", "O", "C", "C", "C", "C", "C", "C", "C", "C", "C", "H", "H", "H", "H", "H", "H", "H", "H"],
  "coordinates": [[1.048, 3.863, -2.152], [0.204, 1.450, -1.421], [-1.342, -3.171, -0.400], [0.514, -1.507, -1.698], [0.032, -0.559, 1.759], [-0.678, -1.676, 1.328], [0.717, 2.620, -0.966], [-0.023, 0.458, -0.541], [1.101, 2.788, 0.367], [0.884, 1.739, 1.279], [0.295, 0.556, 0.803], [-1.297, -1.781, -0.027], [-0.569, -0.871, -1.077], [-0.519, -3.428, -0.853], [1.009, -0.864, -2.226], [0.331, -0.563, 2.797], [-0.792, -2.555, 1.963], [1.548, 3.738, 0.612], [1.186, 1.831, 2.323], [-2.355, -1.417, 0.022], [-1.295, -0.651, -1.891]],
  "mulliken_charge": [-0.178, -0.558, -0.564, -0.570, -0.812, -0.622, 0.035, 0.051, -0.389, -0.679, 1.283, 0.069, 0.117, 0.351, 0.390, 0.345, 0.385, 0.420, 0.390, 0.266, 0.272]
}



[6]
{
  "formula": "C19H29Br4N4O3S",
  "method": "wB97M-V/def2-TZVPD",
  "homo_lumo_gap_ev": 7.6,
  "total_charge": 1,
  "symbols": ["C", "C", "O", "C", "O", "C", "C", "C", "C", "C", "C", "N", "C", "C", "C", "C", "N", "C", "N", "N", "C", "C", "C", "O", "Br", "C", "S", "H", "H", "H", "H", "H", "H", "H", "H", "H", "H", "H", "H", "H", "H", "H", "H", "H", "H", "H", "H", "H", "H", "H", "H", "H", "H", "H", "H", "C", "Br", "Br", "Br", "H"],
  "coordinates": [[6.709, -2.550, 0.571], [6.674, -0.883, 0.452], [5.345, -0.373, 0.079], [5.059, 0.940, 0.683], [5.167, 1.199, 2.015], [4.526, 2.178, -0.256], [2.997, 2.699, 0.134], [1.962, 1.780, -0.744], [0.500, 1.520, -0.050], [-0.865, 1.952, -0.907], [-2.370, 1.656, -0.239], [-2.562, 0.988, 1.127], [-3.915, 0.680, 1.727], [-5.182, 0.775, 0.696], [-5.149, -0.280, -0.557], [-5.326, -1.866, -0.099], [-4.018, -2.551, 0.246], [-3.114, -2.676, -0.971], [-2.093, -1.740, -1.097], [-3.263, -3.695, -2.083], [-1.330, 0.597, 1.970], [-1.431, -0.101, 3.469], [-1.268, -1.763, 3.389], [-0.140, -2.394, 3.054], [-2.855, -2.955, 3.863], [0.232, 0.836, 1.419], [1.723, 0.293, 2.452], [6.405, -3.083, -0.431], [7.788, -2.946, 0.881], [5.987, -2.851, 1.445], [7.083, -0.488, 1.478], [7.508, -0.624, -0.357], [5.305, 3.073, -0.349], [4.428, 1.735, -1.360], [2.789, 2.718, 1.285], [2.949, 3.831, -0.242], [2.482, 0.714, -0.880], [1.801, 2.254, -1.826], [-0.797, 2.449, -1.985], [-3.278, 2.011, -0.916], [-3.883, -0.425, 2.174], [-4.128, 1.386, 2.660], [-6.161, 0.523, 1.323], [-5.303, 1.914, 0.363], [-4.234, -0.139, -1.295], [-6.114, -0.043, -1.218], [-5.783, -2.431, -1.043], [-6.090, -2.020, 0.774], [-4.301, -3.553, 0.462], [-1.543, -1.913, -1.981], [-4.159, -4.220, -1.974], [-2.422, -4.315, -2.013], [-0.584, 0.327, 4.192], [-2.445, 0.087, 4.019], [1.992, -1.056, 2.152], [1.685, 2.542, -5.243], [3.345, 3.480, -5.628], [2.006, 0.817, -4.403], [0.459, 3.637, -4.203], [1.200, 2.344, -6.204]],
  "mulliken_charge": [-0.939, -0.280, -0.234, 0.521, -0.532, -0.579, -0.401, 0.137, 0.301, -0.511, -0.061, 0.409, -0.275, -0.972, -0.384, -0.659, -0.118, -0.105, -0.357, -0.568, 0.320, -0.950, 0.580, -0.470, -0.148, -0.128, -0.186, 0.264, 0.315, 0.260, 0.311, 0.244, 0.405, 0.234, 0.283, 0.304, 0.243, -0.206, -0.103, 0.324, 0.152, 0.330, 0.360, 0.312, 0.277, 0.336, 0.327, 0.362, 0.356, 0.201, 0.273, 0.293, 0.449, 0.408, 0.228, -0.345, 0.013, -0.009, -0.005, 0.394]
}



no.,M (g/mol)
1,973.681
2,596.937
3,132.990
4,175.683
5,197.621
6,713.149